Here is a molecular structure, C13H9N5O6OsS at a distorted geometry from the Open Molecules 2025 dataset. Energies are from ωB97M-V with the def2-TZVPD basis set.

## Properties
HOMO (alpha / beta) in eV: -14.46 / -15.64
⟨S²⟩: 6.11
LUMO level (alpha / beta) in eV: -7.6333 / -9.6822
Kohn-Sham gap (alpha / beta) in Eh: 0.251 / 0.219

```
! wB97M-V def2-TZVPD RIJCOSX def2/J DEFGRID3
* xyz 2 5
Os -0.724 -0.277 0.120
S -0.435 -1.041 2.571
O 0.185 -2.022 -0.322
O 0.708 -5.028 -0.457
O -2.384 -1.529 -0.148
O -3.988 -4.120 -0.445
O -2.567 1.843 0.686
O -1.976 -6.306 -0.455
N 2.012 -0.218 1.699
N -1.770 1.069 0.479
N 1.384 0.351 0.718
N 0.208 1.191 -1.451
N 1.978 -1.777 3.333
C 0.240 2.280 -3.566
C -2.833 -3.935 -0.401
C 1.262 -1.039 2.518
C -0.645 -3.025 -0.385
C 1.462 2.852 -3.275
C 3.162 2.048 0.726
C -0.361 1.454 -2.617
C -0.302 -4.427 -0.447
C -1.752 -5.174 -0.454
C 2.049 2.594 -2.040
C 1.984 1.379 0.128
C -1.982 -2.747 -0.312
C 1.400 1.754 -1.149
H 1.532 -2.356 4.030
H 4.056 1.444 0.536
H -1.329 1.008 -2.807
H 3.053 2.100 1.807
H 3.006 3.027 -1.789
H 1.959 3.494 -3.989
H 3.314 3.046 0.330
H 2.988 -1.704 3.339
H -0.255 2.464 -4.510
*
```

Here is 40 unconnected molecules or ions with the total composition C14H100N2O42P at a distorted geometry from the Open Molecules 2025 dataset. Energies are from ωB97M-V with the def2-TZVPD basis set.

## Properties
Energy relative to the best compared isomer or geometry (same formula, charge and spin) in kcal/mol: 124.8
HOMO (alpha / beta) in eV: -8.73 / -8.89
⟨S²⟩: 0.75
LUMO level (alpha / beta) in eV: -0.3109 / -0.6181
Kohn-Sham gap (alpha / beta) in Eh: 0.309 / 0.304

```
! wB97M-V def2-TZVPD RIJCOSX def2/J DEFGRID3
* xyz 0 2
P 0.791 0.303 -2.988
O -0.661 -3.721 -5.599
O -6.241 2.354 1.084
O 1.364 6.491 5.358
O 2.467 0.032 -2.645
O -0.650 6.514 3.081
O -4.985 -0.771 -4.381
O -2.500 -2.763 -0.760
O 2.267 -5.179 -0.971
O -8.763 -4.479 -3.018
O -3.052 -3.645 -3.796
O 0.173 -0.171 6.629
O -6.458 -2.740 -1.582
O 3.946 7.924 -0.254
O -0.751 -6.286 1.685
O 3.157 -4.562 1.772
O 0.333 -1.084 -3.921
O 5.737 3.366 0.666
O -5.950 -5.027 -3.885
O 2.485 -1.877 2.308
O 7.002 3.027 -2.814
O 4.219 -0.957 -4.613
O -2.367 -6.460 -1.406
O 0.711 7.615 0.559
O 3.885 2.658 -1.703
O 0.383 4.040 6.400
O 4.517 -0.965 -8.001
O 5.840 0.610 2.098
O 0.514 -3.130 6.017
O 3.759 -2.394 5.394
O 4.201 -7.801 1.926
O -2.920 3.425 5.554
O -4.400 -7.279 1.308
O -4.373 -4.726 -0.480
O 2.839 8.237 -4.599
O 4.782 5.798 -9.095
O 4.879 7.888 -6.715
O 1.491 6.485 -2.304
O 4.586 2.887 3.826
O -5.597 -7.812 3.993
O 2.390 -3.745 8.255
O -7.574 -1.790 -4.509
O 1.734 8.335 7.461
N -0.064 3.947 0.450
N -2.296 -1.683 -0.028
C -3.335 0.691 0.330
C 2.072 2.521 1.223
C -0.704 -0.748 1.816
C -0.890 -1.614 0.454
C -0.196 0.204 -1.328
C -2.763 -0.439 -0.704
C 0.175 -1.225 -0.687
C 1.150 3.757 1.208
C -0.502 -3.141 0.897
C -4.073 -0.886 -1.570
C 0.284 1.459 -0.462
C 1.627 1.302 0.347
C -0.439 2.818 -0.335
C -1.742 0.205 -1.761
H 4.848 -7.879 2.638
H 2.498 -4.778 1.097
H -9.269 -4.806 -3.771
H -0.336 5.892 2.410
H 7.167 3.925 -2.499
H 1.249 7.414 5.618
H -0.433 -2.836 -5.300
H -1.347 -3.996 -4.974
H 2.178 7.898 -3.980
H 3.183 -5.194 -1.277
H 4.517 -8.418 1.255
H 3.309 8.068 0.457
H -5.304 -7.889 3.074
H -0.007 6.429 3.800
H -5.058 -4.686 -4.028
H -1.478 -6.613 1.138
H 4.348 7.531 -7.438
H 3.713 3.066 -2.561
H -1.278 -1.195 2.702
H -0.245 -3.767 -0.034
H 0.989 -0.428 6.181
H -4.293 -5.659 -0.709
H 2.703 -4.366 7.584
H 3.683 -1.315 -5.333
H 5.848 1.341 1.461
H 3.104 -2.739 6.015
H 3.035 2.443 1.835
H -0.496 -0.886 -4.409
H -8.146 -1.025 -4.370
H -2.560 -3.321 -3.028
H -5.536 -1.567 -4.366
H -1.402 -3.536 1.474
H -0.012 7.285 0.011
H -4.555 0.099 -1.916
H 3.845 -0.299 -8.189
H 5.479 3.232 3.705
H -1.057 -6.430 2.589
H 2.557 -0.754 -2.044
H 1.475 4.631 1.887
H -4.776 -1.527 -0.937
H -0.970 0.353 1.692
H 4.987 -0.612 -7.233
H -2.113 1.267 -2.021
H 0.658 6.028 -2.474
H 0.749 -3.186 6.953
H -4.975 -6.512 1.440
H 0.424 -3.040 1.581
H 2.287 0.378 0.330
H -3.424 4.182 5.233
H 3.039 -3.821 8.966
H -6.069 -8.636 4.160
H -0.355 -2.711 6.020
H 0.399 7.474 1.464
H 1.258 -1.340 -0.351
H -4.479 0.772 0.198
H 3.581 -0.803 -3.900
H -3.481 -4.375 -0.619
H 3.706 -5.355 1.826
H 6.333 2.685 -2.205
H 3.415 7.568 -0.975
H -3.667 -2.928 -3.997
H 1.736 6.073 6.142
H -8.063 -2.337 -5.136
H -2.286 -7.394 -1.635
H 0.017 -2.005 -1.530
H 0.440 -0.781 2.044
H -7.845 -4.498 -3.325
H 5.099 5.176 -9.760
H -1.478 -6.108 -1.543
H 4.239 8.031 -6.002
H 2.107 7.917 8.247
H 5.244 3.050 -0.105
H 1.202 3.780 5.959
H -7.117 -2.962 -2.254
H 1.763 -5.499 -1.729
H -0.082 4.563 5.736
H 4.663 1.954 3.587
H 1.619 9.258 7.720
H -3.168 0.419 1.422
H 6.659 3.346 0.379
H 2.801 -2.497 1.637
H -7.074 1.895 0.917
H 5.424 5.720 -8.376
H -5.906 -3.535 -1.522
H 3.134 -1.956 3.022
H 3.008 9.137 -4.292
H -4.883 -7.828 0.677
H -5.881 -5.963 -4.108
H 3.331 1.869 -1.702
H -1.409 2.928 -0.947
H -2.935 1.735 0.053
H -6.391 2.813 1.919
H -0.304 0.345 5.968
H -2.042 3.786 5.730
H -1.826 -0.390 -2.749
H 3.925 -1.496 5.705
H -3.763 -1.430 -2.538
H -5.176 -0.372 -5.239
H 1.338 6.949 -1.470
H 4.956 0.229 2.007
*
```

Here is a molecular structure, C14H10BaFNOS at a distorted geometry from the Open Molecules 2025 dataset. Energies are from ωB97M-V with the def2-TZVPD basis set.

## Properties
HOMO in eV: -15.66
LUMO level in eV: -8.0103
Kohn-Sham gap in Eh: 0.281

```
! wB97M-V def2-TZVPD RIJCOSX def2/J DEFGRID3
* xyz 2 1
Ba -0.094 1.342 -3.175
S 0.491 -1.567 -2.188
F -2.485 2.653 3.119
O -1.419 0.713 2.965
N 0.498 0.963 -0.671
C -2.075 -1.673 -1.183
C 2.826 -1.923 -0.793
C -1.820 1.702 2.450
C 1.642 0.131 -0.391
C 3.777 -1.530 0.126
C 2.578 0.513 0.543
C 3.653 -0.315 0.794
C -2.984 0.058 0.224
C -1.668 2.034 0.983
C -1.807 0.783 0.160
C 1.768 -1.077 -1.044
C -0.901 -0.956 -1.263
C -3.122 -1.154 -0.445
C -0.764 0.269 -0.612
H -3.799 0.419 0.831
H -4.034 -1.723 -0.372
H 2.899 -2.876 -1.288
H 2.468 1.443 1.073
H -0.668 2.443 0.882
H -2.380 2.794 0.679
H -2.163 -2.631 -1.668
H 4.385 -0.013 1.522
H 0.585 1.350 -1.601
H 4.613 -2.172 0.341
*
```

Here is a molecular structure, C14H10BrF9OTi at a distorted geometry from the Open Molecules 2025 dataset. Energies are from ωB97M-V with the def2-TZVPD basis set.

## Properties
Energy relative to the best compared isomer or geometry (same formula, charge and spin) in kcal/mol: 0.0
HOMO (alpha / beta) in eV: -2.88 / -2.88
⟨S²⟩: 0.75
LUMO level (alpha / beta) in eV: 2.8020 / 2.7797
Kohn-Sham gap (alpha / beta) in Eh: 0.209 / 0.208

```
! wB97M-V def2-TZVPD RIJCOSX def2/J DEFGRID3
* xyz -1 2
Br 0.243 -0.712 -2.378
Ti 0.284 -0.202 -0.116
F -2.965 -1.713 -1.309
F -4.793 -1.467 -0.119
F -2.590 -0.770 2.728
F -4.593 -0.147 2.154
F -3.008 1.348 2.380
F -3.052 -2.458 0.758
F -3.496 0.839 -1.669
F -2.940 2.232 -0.089
F -4.843 1.179 0.003
O -1.499 -0.213 0.323
C -3.281 0.090 1.946
C 2.796 -2.417 -1.166
C 1.776 1.418 -0.294
C 0.744 1.204 1.775
C -3.441 -1.453 -0.064
C 4.266 -0.809 -0.421
C 2.988 -1.463 -2.207
C -2.880 -0.100 0.456
C 3.596 -2.027 -0.063
C 0.479 2.025 -0.386
C -0.142 1.892 0.889
C -3.542 1.049 -0.338
C 3.865 -0.460 -1.734
C 1.922 0.888 1.035
H 3.813 -2.617 0.824
H 0.551 1.018 2.833
H 0.085 2.616 -1.208
H 4.276 0.358 -2.332
H 5.058 -0.323 0.156
H 2.792 0.351 1.422
H 2.527 1.479 -1.059
H 2.237 -3.340 -1.237
H -1.048 2.415 1.175
H 2.658 -1.524 -3.244
*
```

Here is a molecular structure, C14H10Cl3GeN3O3STi from the Open Molecules 2025 dataset. Energies are from ωB97M-V with the def2-TZVPD basis set.

## Properties
Energy relative to the best compared isomer or geometry (same formula, charge and spin) in kcal/mol: 9.3
HOMO (alpha / beta) in eV: -4.63 / -5.48
⟨S²⟩: 0.75
LUMO level (alpha / beta) in eV: 2.5902 / 2.5732
Kohn-Sham gap (alpha / beta) in Eh: 0.265 / 0.296

```
! wB97M-V def2-TZVPD RIJCOSX def2/J DEFGRID3
* xyz -1 2
Ge 1.329 4.746 -0.284
Ti 0.827 1.172 -0.436
Cl -0.288 6.107 0.512
Cl -0.131 3.388 -1.565
Cl 1.212 3.180 1.452
S 3.571 1.176 -0.063
O 1.096 0.534 -2.237
O 2.961 2.154 -1.014
O -0.873 1.160 0.616
N 0.147 -0.881 -0.279
N -0.822 -1.125 0.678
N 2.569 0.348 0.642
C 3.195 -2.811 -3.447
C -3.929 -1.055 3.547
C -3.826 1.345 3.511
C 1.585 -1.782 -1.962
C -4.382 0.176 4.008
C 1.766 -0.533 -2.601
C -2.368 0.060 2.093
C -2.821 1.291 2.556
C 2.680 -0.460 -3.668
C 3.382 -1.576 -4.074
C 2.293 -2.901 -2.407
C 0.622 -1.903 -0.886
C -1.289 0.024 1.075
C -2.926 -1.113 2.594
H 0.276 -2.890 -0.584
H -5.167 0.221 4.754
H -2.373 2.193 2.161
H 2.815 0.501 -4.147
H -4.174 2.307 3.868
H 4.087 -1.488 -4.892
H -2.558 -2.061 2.225
H 2.129 -3.852 -1.911
H 3.747 -3.683 -3.771
H -4.360 -1.970 3.935
*
```

Here is a molecular structure, C14H10Cl5N4ORuS from the Open Molecules 2025 dataset. Energies are from ωB97M-V with the def2-TZVPD basis set.

## Properties
HOMO (alpha / beta) in eV: -14.07 / -14.05
⟨S²⟩: 0.76
LUMO level (alpha / beta) in eV: -7.6779 / -8.9627
Kohn-Sham gap (alpha / beta) in Eh: 0.235 / 0.187

```
! wB97M-V def2-TZVPD RIJCOSX def2/J DEFGRID3
* xyz 2 2
Ru 0.344 1.449 -1.286
Cl -4.960 0.192 -1.430
Cl -5.207 -2.862 -0.695
Cl -2.089 1.408 -1.911
Cl 0.191 -3.282 -0.942
Cl -2.622 -4.588 -0.468
S -0.236 3.648 -0.667
O 0.037 -0.443 -1.637
N 0.171 1.198 0.634
N -1.753 4.026 1.468
N 2.135 0.650 -0.772
N -0.770 1.948 1.303
C 0.874 0.267 1.190
C -2.509 -2.938 -0.883
C -1.150 -1.018 -1.430
C -2.321 -0.283 -1.521
C -3.678 -2.165 -0.985
C 3.994 -1.307 -0.240
C 3.149 0.452 -1.613
C -0.979 3.191 0.813
C 4.114 -0.513 -1.366
C 2.924 -1.108 0.631
C -3.583 -0.812 -1.306
C 0.694 -0.292 2.554
C -1.256 -2.367 -1.096
C 2.013 -0.121 0.338
H -1.084 1.654 2.218
H -0.160 0.102 3.097
H 2.808 -1.721 1.514
H -1.929 4.944 1.085
H 4.721 -2.082 -0.035
H 4.935 -0.633 -2.058
H 0.558 -1.373 2.464
H 1.591 -0.119 3.151
H 3.190 1.082 -2.493
H -2.156 3.818 2.371
*
```

no.,molecular weight (g mol⁻¹),electronic energy (eV)
1,553.5,-46643.4015
2,999.9,-114400.4248
3,396.6,-32447.4791
4,493.0,-134345.5259
5,527.2,-153335.3769
6,560.7,-98701.7110